# 1
The following is a quantum chemistry calculation of 2 unconnected molecules or ions with the total composition C6H12S4, from the OMol25 dataset.

Calculated values
orbital gap	8.46	eV
relative energy (zero: lowest compared OMol25 entry of this formula, charge and spin)	56.61	kJ/mol
SMILES	C1CSSC1.C1CSSC1
highest occupied orbital energy	-0.283	Ha

Last column: Mulliken charge in e.
Positions of all 22 atoms, in Å:
S (-0.166, -1.962, -5.996)  -0.12
S (1.395, -0.602, -6.104)  -0.12
C (0.586, -3.074, -4.816)  -0.53
C (2.476, -1.493, -4.918)  -0.52
C (1.636, -2.362, -3.951)  -0.56
H (0.982, -3.918, -5.413)  0.32
H (-0.274, -3.450, -4.229)  0.32
H (3.138, -0.761, -4.418)  0.35
H (3.118, -2.209, -5.466)  0.30
H (2.171, -3.093, -3.315)  0.28
H (1.095, -1.666, -3.281)  0.29
S (-2.654, 3.903, 4.288)  -0.12
S (-2.776, 2.278, 3.198)  -0.13
C (-1.772, 3.129, 5.596)  -0.36
C (-1.194, 1.554, 3.637)  -0.52
C (-1.048, 1.792, 5.183)  -0.65
H (-2.513, 2.772, 6.338)  0.26
H (-1.130, 3.879, 6.096)  0.32
H (-0.435, 2.104, 3.050)  0.31
H (-1.104, 0.480, 3.382)  0.34
H (-1.554, 0.947, 5.688)  0.28
H (0.025, 1.752, 5.453)  0.28

---

# 2
The following is a quantum chemistry calculation of a molecular structure, C28H24O8P2ReSi, from the OMol25 dataset.

Calculated values
multiplicity	2
orbital gap (spin up / spin down)	6.60 / 7.04	eV
relative energy (zero: lowest compared OMol25 entry of this formula, charge and spin)	62.87	kJ/mol
highest occupied orbital energy (spin up / spin down)	-0.307 / -0.319	Ha

Last column: Löwdin spin population.
Positions of all 64 atoms, in Å:
Re (-0.271, -0.247, 0.391)  0.86
O (2.374, -0.820, -1.728)  0.00
P (2.670, 0.326, -0.646)  0.00
O (4.091, 0.585, -0.458)  0.00
O (1.794, -0.006, 0.572)  0.05
O (1.824, 1.547, -1.324)  0.00
P (0.927, 2.569, -0.500)  0.00
O (0.056, 3.205, -1.669)  0.00
O (1.592, 3.489, 0.401)  0.00
O (-0.150, 1.627, 0.228)  -0.01
H (3.194, -1.099, -2.152)  0.00
H (0.394, 3.020, -2.552)  0.00
C (-5.079, -3.140, 1.090)  -0.01
C (-3.828, -3.059, 1.729)  0.01
C (-2.939, -2.075, 1.390)  0.00
C (-3.239, -1.125, 0.388)  0.01
C (-2.289, -0.128, -0.033)  -0.01
C (-2.712, 0.812, -0.960)  0.06
C (-4.001, 0.781, -1.525)  0.00
C (-4.874, -0.212, -1.186)  0.05
C (-4.517, -1.189, -0.225)  0.00
C (-5.418, -2.216, 0.142)  0.01
H (-5.772, -3.926, 1.360)  0.00
H (-3.563, -3.777, 2.495)  0.00
H (-1.993, -2.012, 1.912)  0.00
H (-2.040, 1.603, -1.268)  0.00
H (-4.284, 1.540, -2.242)  0.00
H (-5.858, -0.263, -1.637)  0.00
H (-6.385, -2.254, -0.345)  0.00
O (-0.014, -1.973, 0.211)  -0.03
Si (0.225, -3.670, 0.031)  0.00
C (-0.799, -4.512, 1.339)  0.00
C (-1.686, -5.525, 0.972)  0.00
C (-2.401, -6.225, 1.936)  0.00
C (-2.247, -5.908, 3.276)  0.00
C (-1.370, -4.898, 3.657)  0.00
C (-0.646, -4.215, 2.695)  0.00
C (2.027, -4.028, 0.280)  0.00
C (2.408, -5.370, 0.154)  0.00
C (3.727, -5.755, 0.334)  0.00
C (4.685, -4.801, 0.652)  0.00
C (4.319, -3.472, 0.803)  0.00
C (2.998, -3.088, 0.620)  0.00
C (-0.444, -3.999, -1.675)  0.00
C (-1.743, -3.572, -1.967)  0.00
C (-2.298, -3.792, -3.218)  0.00
C (-1.562, -4.453, -4.195)  0.00
C (-0.274, -4.886, -3.917)  0.00
C (0.280, -4.659, -2.665)  0.00
H (-1.830, -5.763, -0.075)  0.00
H (-3.083, -7.011, 1.636)  0.00
H (-2.808, -6.449, 4.029)  0.00
H (-1.247, -4.651, 4.704)  0.00
H (0.046, -3.439, 3.008)  0.00
H (1.667, -6.131, -0.075)  0.00
H (4.007, -6.795, 0.230)  0.00
H (5.717, -5.099, 0.792)  0.00
H (5.059, -2.725, 1.062)  0.00
H (2.721, -2.053, 0.757)  0.00
H (-2.335, -3.062, -1.211)  0.00
H (-3.302, -3.449, -3.429)  0.00
H (-1.993, -4.628, -5.172)  0.00
H (0.303, -5.396, -4.678)  0.00
H (1.294, -4.987, -2.467)  0.00